Record 1
DFT (ωB97M-V/def2-TZVPD) results for 4 unconnected molecules or ions with the total composition C42H63N4O7 at a distorted geometry.

Computed properties:
HOMO (spin up / spin down) ... -8.169 / -9.101 eV
Expectation value of S² ... 3.762

Geometry as ORCA input:
```
! wB97M-V def2-TZVPD RIJCOSX def2/J DEFGRID3
* xyz 0 4
O 2.17 2.94 -0.26
C 1.83 1.82 -0.07
O 2.37 0.82 -0.87
C 3.39 0.08 -0.27
C 3.19 -1.29 -0.07
C 4.18 -2.06 0.53
C 5.35 -1.43 0.89
C 5.55 -0.09 0.65
C 4.58 0.70 0.06
C 6.92 0.27 1.15
O 7.44 1.33 1.15
N 7.48 -0.92 1.71
C 6.56 -1.99 1.55
O 6.72 -3.12 1.91
C 0.82 1.48 0.96
C 0.51 0.19 1.37
C -0.45 -0.04 2.33
C -1.12 1.02 2.92
C -0.83 2.32 2.52
C 0.13 2.55 1.55
H 2.26 -1.74 -0.36
H 4.02 -3.12 0.69
H 4.75 1.75 -0.13
H 8.34 -1.19 1.24
H 0.99 -0.66 0.92
H -0.71 -1.04 2.64
H -1.88 0.86 3.66
H -1.34 3.16 2.95
H 0.36 3.56 1.25
C -6.90 -0.78 2.08
C -6.04 0.42 1.62
C -6.77 1.22 0.55
C -6.79 0.55 -0.83
C -5.37 0.16 -1.25
C -4.66 -0.70 -0.21
N -4.71 -0.05 1.14
O -3.85 0.92 1.19
C -5.30 -2.10 -0.17
C -3.21 -0.93 -0.62
C -5.86 1.31 2.85
H -6.28 -1.62 2.39
H -7.51 -0.51 2.94
H -7.59 -1.13 1.31
H -6.30 2.20 0.44
H -7.80 1.41 0.88
H -7.44 -0.32 -0.82
H -7.21 1.24 -1.56
H -5.41 -0.39 -2.20
H -4.79 1.07 -1.44
H -4.87 -2.71 0.63
H -5.10 -2.61 -1.11
H -6.38 -2.10 -0.06
H -2.67 -0.01 -0.79
H -3.19 -1.49 -1.56
H -2.68 -1.52 0.13
H -5.31 0.78 3.64
H -6.84 1.57 3.25
H -5.34 2.23 2.62
C -2.05 -5.60 4.76
C -2.43 -5.82 3.27
C -2.28 -7.30 2.90
C -0.83 -7.76 2.72
C -0.09 -6.83 1.76
C -0.18 -5.36 2.17
N -1.60 -4.95 2.39
O -2.19 -4.80 1.24
C 0.67 -5.13 3.43
C 0.45 -4.48 1.10
C -3.90 -5.44 3.15
H -1.63 -4.60 4.91
H -2.92 -5.67 5.40
H -1.34 -6.34 5.13
H -2.82 -7.49 1.97
H -2.77 -7.91 3.67
H -0.32 -7.80 3.69
H -0.82 -8.77 2.33
H 0.96 -7.12 1.70
H -0.51 -6.96 0.76
H 0.55 -4.10 3.79
H 1.72 -5.28 3.19
H 0.44 -5.81 4.25
H 0.00 -4.62 0.11
H 1.51 -4.71 0.99
H 0.36 -3.42 1.36
H -4.05 -4.38 3.37
H -4.48 -6.02 3.86
H -4.30 -5.64 2.16
C 3.43 6.33 -2.44
C 2.85 5.63 -3.70
C 3.38 4.20 -3.80
C 4.83 4.10 -4.26
C 5.04 4.90 -5.55
C 4.57 6.35 -5.44
N 3.17 6.42 -4.93
O 2.34 6.13 -5.88
C 5.54 7.13 -4.52
C 4.67 7.03 -6.80
C 1.34 5.59 -3.48
H 3.55 7.40 -2.60
H 2.77 6.21 -1.59
H 4.40 5.92 -2.14
H 2.75 3.64 -4.49
H 3.27 3.72 -2.82
H 5.51 4.46 -3.48
H 5.08 3.06 -4.44
H 6.09 4.88 -5.83
H 4.49 4.41 -6.36
H 5.17 8.14 -4.35
H 6.52 7.20 -4.99
H 5.70 6.66 -3.55
H 4.10 6.51 -7.56
H 5.71 7.06 -7.12
H 4.30 8.06 -6.74
H 0.91 6.59 -3.44
H 1.13 5.08 -2.54
H 0.83 5.03 -4.27
*
```

Löwdin atomic charge list, values in e, 99 entries:
1 O 0.151
2 C -0.400
3 O 0.059
4 C -0.222
5 C 0.013
6 C 0.034
7 C -0.096
8 C -0.073
9 C 0.104
10 C -0.390
11 O 0.154
12 N 0.171
13 C -0.395
14 O 0.141
15 C -0.118
16 C -0.010
17 C -0.068
18 C -0.070
19 C -0.056
20 C -0.002
21 H 0.117
22 H 0.121
23 H 0.141
24 H 0.162
25 H 0.083
26 H 0.102
27 H 0.106
28 H 0.107
29 H 0.117
30 C -0.029
31 C -0.486
32 C -0.135
33 C -0.172
34 C -0.133
35 C -0.494
36 N -0.079
37 O -0.027
38 C -0.032
39 C -0.038
40 C -0.048
41 H 0.082
42 H 0.080
43 H 0.070
44 H 0.124
45 H 0.125
46 H 0.101
47 H 0.113
48 H 0.125
49 H 0.126
50 H 0.086
51 H 0.090
52 H 0.060
53 H 0.080
54 H 0.088
55 H 0.085
56 H 0.091
57 H 0.086
58 H 0.078
59 C -0.029
60 C -0.487
61 C -0.135
62 C -0.172
63 C -0.133
64 C -0.495
65 N -0.084
66 O -0.025
67 C -0.032
68 C -0.043
69 C -0.048
70 H 0.085
71 H 0.080
72 H 0.070
73 H 0.125
74 H 0.126
75 H 0.102
76 H 0.114
77 H 0.125
78 H 0.127
79 H 0.089
80 H 0.089
81 H 0.059
82 H 0.083
83 H 0.082
84 H 0.078
85 H 0.091
86 H 0.086
87 H 0.077
88 C -0.027
89 C -0.482
90 C -0.132
91 C -0.172
92 C -0.135
93 C -0.499
94 N -0.089
95 O -0.020
96 C -0.037
97 C -0.045
98 C -0.044
99 H 0.084



Record 2
DFT (ωB97M-V/def2-TZVPD) results for a molecular structure, C18H18N3SbSe3TaTe.

Computed properties:
Energy relative to the best compared isomer or geometry (same formula, charge and spin) ... 0.156 eV
HOMO (spin up / spin down) ... -17.837 / -17.836 eV

Geometry as ORCA input:
```
! wB97M-V def2-TZVPD RIJCOSX def2/J DEFGRID3
* xyz 3 1
Ta -0.62 -0.42 0.03
C -1.77 1.44 -2.78
C -1.01 2.25 -1.78
C -0.91 3.63 -1.95
C -0.21 4.40 -1.05
C 0.45 3.76 0.01
C 0.33 2.40 0.13
N -0.41 1.65 -0.72
Sb 1.57 1.42 1.61
C -0.01 0.30 2.63
C -0.20 0.68 3.94
C -0.98 -0.13 4.76
C -1.50 -1.31 4.25
C -1.31 -1.64 2.92
C -1.88 -2.90 2.36
N -0.59 -0.81 2.12
C 2.18 -0.10 0.15
C 3.51 -0.44 0.23
C 4.12 -1.06 -0.86
C 3.39 -1.24 -2.01
C 2.03 -0.91 -2.05
C 1.26 -1.05 -3.32
N 1.44 -0.41 -0.95
H -1.62 1.86 -3.78
H -2.84 1.48 -2.57
H -1.47 0.39 -2.80
H -1.39 4.08 -2.81
H -0.14 5.47 -1.17
H 1.05 4.33 0.70
H 0.27 1.56 4.34
H -1.15 0.13 5.80
H -2.07 -1.98 4.88
H -2.40 -3.45 3.13
H -1.08 -3.52 1.95
H -2.59 -2.67 1.56
H 4.09 -0.20 1.11
H 5.17 -1.33 -0.82
H 3.85 -1.65 -2.90
H 1.68 -0.36 -4.06
H 0.21 -0.82 -3.20
H 1.36 -2.05 -3.73
Se -2.88 -0.38 -0.20
Se -4.27 -3.39 -0.66
Te -2.31 -4.23 -1.48
Se -0.32 -2.80 -0.93
*
```

Partial charges, Löwdin, in e:
1 Ta 0.944
2 C -0.051
3 C -0.287
4 C 0.034
5 C 0.023
6 C -0.076
7 C -0.443
8 N -0.127
9 Sb 1.653
10 C -0.447
11 C -0.079
12 C 0.037
13 C 0.043
14 C -0.278
15 C -0.055
16 N -0.139
17 C -0.446
18 C -0.085
19 C 0.022
20 C 0.036
21 C -0.341
22 C -0.037
23 N -0.154
24 H 0.110
25 H 0.086
26 H 0.030
27 H 0.144
28 H 0.142
29 H 0.113
30 H 0.113
31 H 0.145
32 H 0.143
33 H 0.107
34 H 0.074
35 H -0.023
36 H 0.110
37 H 0.142
38 H 0.146
39 H 0.117
40 H 0.034
41 H 0.102
42 Se 0.343
43 Se 0.218
44 Te 0.724
45 Se 0.132



Record 3
DFT (ωB97M-V/def2-TZVPD) results for a single C8H12ClN molecule at a distorted geometry.

Computed properties:
SMILES ... CN(C)C1(Cl)C=CCC=C1
Energy relative to the best compared isomer or geometry (same formula, charge and spin) ... 2.547 eV
HOMO ... -8.865 eV

Geometry as ORCA input:
```
! wB97M-V def2-TZVPD RIJCOSX def2/J DEFGRID3
* xyz 0 1
C 2.33 0.07 1.03
N 1.11 0.70 0.39
C 1.32 2.01 -0.16
C 0.22 -0.08 -0.33
Cl 1.19 -0.74 -1.93
C -0.95 0.51 -0.92
C -2.16 0.15 -0.77
C -2.62 -0.96 0.18
C -1.44 -1.91 0.33
C -0.15 -1.52 0.33
H 2.20 -0.45 1.85
H 2.89 -0.60 0.29
H 3.04 0.87 1.30
H 0.38 2.48 -0.06
H 2.10 2.41 0.34
H 1.69 1.99 -1.26
H -0.76 1.44 -1.42
H -2.96 0.82 -1.27
H -2.92 -0.53 1.11
H -3.53 -1.53 -0.28
H -1.59 -2.88 0.82
H 0.63 -2.26 0.43
*
```

Partial charges, Löwdin, in e:
1 C -0.030
2 N -0.217
3 C -0.087
4 C -0.629
5 Cl 0.458
6 C -0.196
7 C -0.084
8 C -0.157
9 C -0.097
10 C -0.059
11 H 0.018
12 H 0.094
13 H 0.088
14 H 0.077
15 H 0.039
16 H 0.114
17 H 0.101
18 H 0.140
19 H 0.098
20 H 0.138
21 H 0.103
22 H 0.087



Record 4
DFT (ωB97M-V/def2-TZVPD) results for a single CH3FN2 molecule at a distorted geometry.

Computed properties:
SMILES ... FN1CN1
Energy relative to the best compared isomer or geometry (same formula, charge and spin) ... 4.734 eV
HOMO ... -10.170 eV

Geometry as ORCA input:
```
! wB97M-V def2-TZVPD RIJCOSX def2/J DEFGRID3
* xyz 0 1
F 2.05 -0.40 0.13
N 0.91 0.13 -0.54
C -0.72 -0.41 0.01
N 0.03 0.73 0.38
H -0.55 -1.32 0.71
H -1.47 -0.47 -0.92
H -0.25 1.73 0.23
*
```

Partial charges, Löwdin, in e:
1 F -0.131
2 N -0.036
3 C -0.049
4 N -0.151
5 H 0.110
6 H 0.120
7 H 0.137



Record 5
DFT (ωB97M-V/def2-TZVPD) results for 5 unconnected molecules or ions with the total composition C2H14O5 at a distorted geometry.

Computed properties:
Energy relative to the best compared isomer or geometry (same formula, charge and spin) ... 1.884 eV
HOMO (spin up / spin down) ... -14.229 / -13.324 eV
Expectation value of S² ... 0.755

Geometry as ORCA input:
```
! wB97M-V def2-TZVPD RIJCOSX def2/J DEFGRID3
* xyz 1 2
C -1.12 -1.57 0.80
C 0.05 -0.84 1.49
O -0.20 0.56 1.52
H -2.03 -1.03 1.03
H -1.18 -2.59 1.18
H -0.97 -1.66 -0.27
H 0.94 -1.09 0.92
H 0.26 -1.16 2.51
H 0.36 0.81 2.26
O 1.49 2.21 -3.71
H 0.82 2.27 -4.39
H 1.05 1.81 -2.96
O 1.90 -1.84 -1.25
H 1.64 -2.65 -0.82
H 2.77 -2.02 -1.61
O 0.20 1.18 -1.46
H 0.99 0.67 -1.26
H -0.40 0.97 -0.74
O -2.56 1.91 2.34
H -2.05 1.62 1.58
H -1.96 2.47 2.83
*
```

Partial charges, Löwdin, in e:
1 C -0.004
2 C -0.181
3 O 0.115
4 H 0.097
5 H 0.106
6 H 0.092
7 H 0.147
8 H 0.157
9 H 0.148
10 O 0.005
11 H 0.051
12 H -0.023
13 O -0.027
14 H 0.041
15 H 0.059
16 O -0.004
17 H 0.041
18 H 0.025
19 O 0.072
20 H 0.019
21 H 0.065



Number 1: E_tot -2383.73271 a.u.. Number 2: E_tot -8629.64580 a.u.. Number 3: E_tot -826.88183 a.u.. Number 4: E_tot -249.09275 a.u.. Number 5: E_tot -460.37411 a.u..